(1)
Formula: C3H3N2O2
Source: the OMol25 dataset
Level of theory: ωB97M-V with the def2-TZVPD basis set

Output
Highest occupied orbital energy, eV: -1.5
ΔE to the lowest compared entry with this formula, charge and spin, kJ/mol: 315.9
Net charge: -1

Geometry as XYZ:
```
10
Properties=species:S:1:pos:R:3:forces:R:3
C -1.372 -0.462 -0.036 0.55 -0.62 -0.01
C 1.283 1.119 0.078 -0.51 -0.02 0.01
C -1.948 0.716 0.061 -0.68 1.64 -0.01
N -0.105 -0.976 -0.035 -0.22 -1.07 0.16
N 0.998 -0.157 -0.162 0.45 0.18 -0.23
O -2.549 1.751 -0.094 0.42 -0.68 0.10
O 2.423 1.599 -0.034 0.15 0.21 0.04
H -2.110 -1.265 0.044 -0.04 0.20 -0.07
H 0.412 1.731 0.380 0.09 -0.11 -0.06
H 1.813 -0.711 -0.411 -0.21 0.26 0.08
```
Positions in Å, forces in eV/Å.

***

(2)
Formula: C28H33N5OSn
Source: the OMol25 dataset
Level of theory: ωB97M-V with the def2-TZVPD basis set

Output
Highest occupied orbital energy, eV: -6.4
ΔE to the lowest compared entry with this formula, charge and spin, kJ/mol: 0.0
Net charge: 0

Geometry as XYZ:
```
68
Properties=species:S:1:pos:R:3:forces:R:3
Sn 0.343 0.172 0.434 -0.03 0.23 0.18
C 3.395 3.281 -1.187 0.01 0.00 -0.09
C 3.211 3.213 -2.563 -0.04 -0.03 0.05
C 2.180 2.451 -3.077 0.02 -0.01 -0.06
C 1.324 1.772 -2.209 -0.05 -0.02 0.00
N 1.512 1.858 -0.886 -0.14 0.12 0.06
C 2.520 2.575 -0.388 -0.06 -0.02 0.01
C 0.179 0.930 -2.649 0.03 -0.05 0.02
C -0.275 0.975 -3.968 -0.01 -0.01 -0.09
C -1.388 0.247 -4.358 0.02 0.00 0.08
C -2.058 -0.530 -3.423 0.06 0.01 -0.08
C -1.592 -0.584 -2.115 -0.05 -0.03 0.15
C -0.474 0.135 -1.692 -0.01 0.06 0.20
H 4.200 3.853 -0.751 -0.03 0.01 0.01
H 3.876 3.745 -3.231 0.01 -0.01 0.00
H 2.046 2.371 -4.146 0.01 0.01 0.02
H 2.619 2.570 0.692 -0.02 -0.01 -0.02
H 0.216 1.597 -4.707 0.00 0.01 0.04
H -1.739 0.303 -5.380 0.00 0.00 0.00
H -2.948 -1.077 -3.712 0.02 0.00 0.02
H -2.152 -1.172 -1.390 0.00 0.04 -0.02
C -4.760 4.621 2.258 0.03 -0.04 -0.01
C -3.759 3.904 1.387 0.04 -0.05 0.02
C -3.511 4.334 0.093 0.01 0.00 -0.02
C -2.561 3.664 -0.676 0.00 0.03 -0.02
C -2.241 4.104 -2.085 -0.01 -0.06 0.07
C -1.893 2.583 -0.139 0.05 -0.05 0.19
C -2.121 2.085 1.165 -0.03 0.13 -0.05
C -3.078 2.805 1.910 -0.01 0.05 -0.05
N -1.392 0.981 1.591 0.10 0.07 -0.51
C -1.596 0.428 2.942 0.03 -0.09 0.10
C -3.041 -0.063 3.153 0.00 0.00 -0.05
C -0.722 -0.825 3.129 0.01 0.07 -0.06
C -1.155 1.411 4.043 -0.03 0.00 -0.06
H -5.220 5.456 1.730 0.00 -0.01 0.00
H -4.281 5.012 3.159 -0.01 0.01 0.00
H -5.553 3.943 2.580 -0.01 0.02 0.00
H -4.040 5.191 -0.311 0.01 -0.02 0.01
H -2.839 4.969 -2.375 0.01 -0.02 0.00
H -2.435 3.297 -2.797 0.00 0.03 0.01
H -1.185 4.372 -2.177 -0.02 0.01 -0.01
H -1.159 2.088 -0.756 -0.02 0.05 -0.02
H -3.317 2.539 2.927 0.03 -0.01 -0.03
H -3.289 -0.783 2.370 0.01 0.00 0.04
H -3.784 0.727 3.118 0.00 -0.05 -0.01
H -3.125 -0.562 4.122 0.00 0.01 -0.01
H -0.917 -1.557 2.336 0.01 -0.02 0.05
H -0.961 -1.292 4.087 -0.02 0.01 -0.01
H 0.343 -0.588 3.126 -0.01 -0.05 0.01
H -1.764 2.311 4.081 0.03 -0.02 0.02
H -0.125 1.716 3.847 -0.01 -0.03 0.04
H -1.195 0.928 5.023 -0.01 0.02 -0.02
C 3.178 -4.118 3.062 -0.04 0.03 -0.08
N 2.268 -4.050 1.924 -0.02 -0.01 0.06
C 1.542 -5.117 1.533 0.05 -0.03 0.07
C 0.657 -5.040 0.519 -0.16 -0.05 -0.13
C 0.517 -3.762 -0.106 0.15 0.16 0.05
N 1.216 -2.709 0.262 0.13 -0.25 -0.05
C 2.137 -2.796 1.272 -0.08 -0.05 0.03
O 2.832 -1.875 1.656 -0.02 -0.05 -0.09
N -0.344 -3.600 -1.133 0.05 -0.04 0.10
H 3.380 -5.160 3.296 -0.03 -0.01 -0.01
H 2.739 -3.622 3.928 -0.01 0.01 0.01
H 4.100 -3.602 2.814 0.03 -0.01 -0.02
H 1.713 -6.038 2.075 0.02 0.01 0.01
H 0.098 -5.902 0.189 0.01 0.01 0.04
H -1.017 -4.310 -1.352 0.00 0.00 -0.05
H -0.452 -2.676 -1.522 -0.02 -0.02 -0.05
```
Positions in Å, forces in eV/Å.

***

(3)
Formula: C3H5NO2
Source: the OMol25 dataset
Level of theory: ωB97M-V with the def2-TZVPD basis set

Output
Highest occupied orbital energy, eV: -9.7
ΔE to the lowest compared entry with this formula, charge and spin, kJ/mol: 291.0
SMILES: O=C1NC[C@@H]1O
Net charge: 0

Geometry as XYZ:
```
11
Properties=species:S:1:pos:R:3:forces:R:3
O -1.957 -1.512 0.002 3.32 1.85 -0.64
C -1.028 -0.670 -0.095 -4.05 -1.25 1.42
N -1.164 0.651 -0.338 -0.07 2.62 -0.24
C 0.347 0.996 -0.012 -1.15 1.86 -0.19
C 0.430 -0.512 0.313 0.48 -2.68 1.40
O 1.194 -1.527 -0.393 4.94 3.59 0.75
H -2.089 1.219 -0.484 2.63 -1.43 0.45
H 0.586 1.884 0.769 -1.02 -2.60 -1.11
H 0.881 1.377 -0.895 -0.25 -0.70 -0.03
H 0.525 -0.748 1.427 -0.12 0.66 -1.27
H 2.274 -1.158 -0.293 -4.71 -1.93 -0.53
```
Positions in Å, forces in eV/Å.